No. 1
{"formula": "C2H5N2O4S", "method": "ωB97M-V with the def2-TZVPD basis set", "orbital_gap_ha": [0.3009, 0.2714], "relative_energy_ev": 3.777, "e_homo_ev": [-13.707, -12.940], "charge": 1, "e_tot_ha": -887.33221, "fmax_ha_per_bohr": 0.063, "elements": ["C", "C", "N", "N", "O", "O", "O", "O", "S", "H", "H", "H", "H", "H"], "coordinates": [[0.313397, -0.448123, -0.012221], [2.265870, 0.832419, -0.884155], [-1.876880, -1.089107, -0.647470], [0.562125, -0.899346, 1.155597], [-2.650807, 1.568377, 0.806582], [-2.517517, -0.092722, -1.216950], [-2.327881, -0.988074, 0.600537], [0.874841, 0.336159, -0.793281], [-3.397072, 0.464389, 0.307054], [2.697184, 0.382564, -1.775093], [2.744892, 0.399955, 0.103838], [2.156385, 1.915112, -0.974680], [-0.243467, -1.402035, 1.543396], [1.398935, -0.979571, 1.786841]], "atomic_forces_ev_per_a": [[-1.5, 0.5, -0.9], [0.4, -1.4, 2.6], [1.3, 0.2, 0.3], [0.4, -1.5, 2.2], [-0.7, -0.1, 0.0], [-1.0, 1.1, 0.0], [-1.5, 0.2, 1.3], [0.1, 0.3, -1.4], [2.8, -1.3, -1.0], [0.0, 0.0, 0.1], [-0.3, 1.5, -2.2], [0.3, -0.3, 0.3], [0.4, 0.1, -0.1], [-0.7, 0.6, -1.3]]}

---

No. 2
{"formula": "C2H5N2S", "method": "ωB97M-V with the def2-TZVPD basis set", "orbital_gap_ha": 0.3464, "relative_energy_ev": 1.898, "e_homo_ev": -14.006, "charge": 1, "e_tot_ha": -586.55741, "fmax_ha_per_bohr": 0.038, "elements": ["C", "C", "N", "N", "S", "H", "H", "H", "H", "H"], "coordinates": [[2.966544, -0.469029, -0.039508], [-0.331979, 0.598845, -0.490065], [4.094887, -0.242572, -0.004321], [-1.392312, -0.099835, 0.299517], [1.111737, 0.864815, 0.178911], [-0.611186, 0.806739, -1.509206], [5.070780, -0.027327, 0.029213], [-1.521885, -1.073449, -0.013798], [-2.301116, 0.380545, 0.228245], [-1.087113, -0.099947, 1.283121]], "atomic_forces_ev_per_a": [[0.2, -0.5, -0.1], [1.5, 0.3, 0.7], [0.3, 0.0, 0.0], [-0.1, -0.1, 0.0], [-1.9, 0.4, -0.4], [-0.2, -0.1, -0.2], [0.1, 0.0, 0.0], [0.0, 0.2, 0.1], [0.3, -0.1, 0.0], [-0.2, -0.1, -0.2]]}

---

No. 3
{"formula": "C2H5N2S", "method": "ωB97M-V with the def2-TZVPD basis set", "orbital_gap_ha": [0.2886, 0.2678], "relative_energy_ev": 3.741, "e_homo_ev": [-13.280, -12.762], "charge": 1, "e_tot_ha": -586.48965, "fmax_ha_per_bohr": 0.068, "elements": ["C", "C", "N", "N", "S", "H", "H", "H", "H", "H"], "coordinates": [[0.093577, -0.589549, 0.235135], [-0.041342, 1.820432, -0.046716], [-0.119205, -1.854219, -0.081777], [-0.593278, 0.550735, -0.156059], [-0.554185, 3.282000, -0.150116], [1.127139, -0.505501, 0.621135], [1.902300, 1.509675, 0.628409], [0.638219, -2.452084, 0.117177], [-1.006488, -2.172634, -0.489970], [-1.446736, 0.411144, -0.677218]], "atomic_forces_ev_per_a": [[1.1, 0.7, -1.9], [2.2, -0.1, 1.5], [-2.4, 2.5, 0.0], [1.5, -2.8, 0.9], [-0.1, -0.4, -0.3], [-0.9, 1.0, 0.2], [-2.2, 0.2, -0.8], [0.5, -1.2, 0.3], [0.8, -0.2, 0.2], [-0.4, 0.3, 0.0]]}

---

No. 4
{"formula": "C2H5N2S3", "method": "ωB97M-V with the def2-TZVPD basis set", "spin_multiplicity": 3, "orbital_gap_ha": [0.2553, 0.2501], "relative_energy_ev": 2.830, "e_homo_ev": [-11.341, -13.830], "charge": 1, "e_tot_ha": -1382.84483, "fmax_ha_per_bohr": 0.092, "elements": ["C", "C", "N", "N", "S", "S", "S", "H", "H", "H", "H", "H"], "coordinates": [[-0.415241, -1.256999, 0.457603], [0.791905, 0.794814, 0.099883], [0.403129, -0.410905, -0.273024], [-1.288354, -0.742049, 1.273443], [-1.491005, 0.843972, 1.743881], [1.264406, 1.891371, -1.046933], [0.607604, -0.819620, -2.012646], [-0.729589, -2.276155, 0.099120], [0.670456, 0.900333, 1.187504], [-2.064313, -1.414873, 1.297870], [2.383684, 2.391391, -0.367378], [-0.132683, 0.098719, -2.459323]], "atomic_forces_ev_per_a": [[2.4, -0.5, -4.0], [0.3, -0.9, 2.3], [-1.1, -2.2, -1.5], [-3.2, 0.1, 2.5], [-1.2, 0.0, 0.5], [1.7, 1.8, 0.0], [1.7, -2.8, 1.2], [1.3, 1.2, 0.0], [1.0, 0.7, -0.8], [-0.1, 0.9, 1.1], [-1.2, -0.2, -0.4], [-1.7, 1.8, -0.7]]}

---

No. 5
{"formula": "C2H5N2Si", "method": "ωB97M-V with the def2-TZVPD basis set", "orbital_gap_ha": 0.3205, "relative_energy_ev": 1.508, "e_homo_ev": -14.873, "charge": 1, "e_tot_ha": -477.86607, "fmax_ha_per_bohr": 0.077, "elements": ["C", "C", "N", "N", "Si", "H", "H", "H", "H", "H"], "coordinates": [[-0.239566, 1.238835, 0.380711], [-0.888474, -0.874734, 0.130790], [-1.306974, 0.318099, 0.410445], [0.346119, -1.048696, -0.449941], [1.251664, 0.385067, -0.147187], [-0.611463, 2.011963, -0.292249], [-1.625785, -1.640036, 0.306987], [0.494867, -1.906759, -0.948637], [2.404043, -0.311676, -0.684284], [0.175571, 1.827934, 1.293369]], "atomic_forces_ev_per_a": [[0.0, 3.5, 1.1], [-2.7, 1.2, -0.4], [1.5, -1.9, 1.7], [-0.1, 0.7, 1.2], [0.1, -3.1, -2.4], [0.8, 0.6, -0.3], [0.2, -0.7, -0.5], [0.5, -0.4, 0.2], [1.4, 1.1, 0.1], [-1.7, -1.0, -0.7]]}

---

No. 6
{"formula": "C2H5N3", "method": "ωB97M-V with the def2-TZVPD basis set", "orbital_gap_ha": 0.3313, "relative_energy_ev": 3.510, "e_homo_ev": -8.258, "smiles": "[H]/N=N/N=C/C", "e_tot_ha": -243.33296, "fmax_ha_per_bohr": 0.084, "elements": ["H", "N", "N", "N", "C", "C", "H", "H", "H", "H"], "coordinates": [[3.786096, 0.385281, -0.096874], [2.933386, -0.097851, 0.297021], [1.816631, 0.128545, -0.280473], [0.649317, 0.044095, 0.132798], [-0.487218, -0.462202, -0.091961], [-1.822436, 0.261331, 0.117632], [-0.438584, -1.522286, -0.360905], [-1.833142, 0.931254, 0.937420], [-2.545370, -0.442837, 0.096161], [-2.058676, 0.774667, -0.750815]], "atomic_forces_ev_per_a": [[-1.9, -0.7, -0.8], [-1.6, 0.1, 1.4], [4.0, 0.8, -1.5], [-1.0, 1.0, 0.9], [0.3, -0.6, 0.5], [3.4, -0.3, 0.1], [-0.6, 0.2, -0.5], [-0.1, 0.4, 0.9], [-2.5, -2.4, 0.9], [0.0, 1.5, -1.9]]}

---

No. 7
{"formula": "C2H5N3", "method": "ωB97M-V with the def2-TZVPD basis set", "orbital_gap_ha": 0.3679, "relative_energy_ev": 2.273, "e_homo_ev": -9.209, "smiles": "[H]/N=C\\NN=C", "e_tot_ha": -243.37843, "fmax_ha_per_bohr": 0.067, "elements": ["H", "N", "C", "N", "N", "C", "H", "H", "H", "H"], "coordinates": [[1.149582, 0.010068, 1.945250], [1.918082, -0.464951, 1.387398], [1.564113, -0.496980, 0.166736], [0.386565, 0.055150, -0.451296], [-0.704503, 0.495630, 0.270310], [-1.833323, 0.557188, -0.383835], [2.208764, -0.815616, -0.632317], [0.074122, -0.550939, -1.336446], [-2.506130, 1.049006, 0.450375], [-2.257273, 0.161443, -1.416174]], "atomic_forces_ev_per_a": [[1.0, -0.8, -0.7], [-1.4, 0.7, -0.2], [-1.2, 1.3, 0.6], [-0.6, -2.6, -2.2], [-0.3, -0.4, -2.5], [-0.9, 0.7, 3.2], [0.4, -0.5, -0.1], [1.1, 1.8, 2.3], [0.3, -1.1, -2.6], [1.5, 0.9, 2.1]]}

---

No. 8
{"formula": "C2H5N3", "method": "ωB97M-V with the def2-TZVPD basis set", "orbital_gap_ha": [0.2552, 0.2555], "relative_energy_ev": 5.047, "e_homo_ev": [-8.867, -8.872], "e_tot_ha": -243.27650, "fmax_ha_per_bohr": 0.066, "elements": ["C", "C", "N", "N", "N", "H", "H", "H", "H", "H"], "coordinates": [[-2.859760, -0.134743, -0.349293], [0.068046, -0.954299, -0.321029], [-3.801881, -0.248235, 0.339195], [-0.175845, 1.464001, -0.092239], [-0.323620, 0.350372, -0.729566], [1.124872, -0.900339, -0.060509], [-0.592278, -1.274578, 0.437975], [-0.010692, -1.637550, -1.239982], [-0.636125, 2.301079, -0.681126], [-0.080695, 1.678836, 0.958733]], "atomic_forces_ev_per_a": [[0.0, 0.0, 0.6], [0.8, -0.7, -1.5], [1.0, 0.1, -0.7], [-1.7, 0.5, -1.3], [-1.1, 3.2, -0.1], [0.1, -0.1, 0.5], [-0.3, -0.7, 1.1], [-0.2, 1.1, 1.4], [1.5, -2.4, 1.8], [-0.1, -1.1, -1.7]]}

---

No. 9
{"formula": "C2H5N3", "method": "ωB97M-V with the def2-TZVPD basis set", "orbital_gap_ha": 0.3972, "relative_energy_ev": 1.501, "e_homo_ev": -10.015, "smiles": "N=C=N.C=N", "e_tot_ha": -243.40679, "fmax_ha_per_bohr": 0.064, "elements": ["N", "C", "N", "H", "H", "C", "N", "H", "H", "H"], "coordinates": [[1.139671, -3.019048, -0.887353], [0.911140, -2.241331, 0.013689], [0.352322, -1.541791, 0.771536], [1.723097, -3.913320, -0.824794], [0.455090, -0.684007, 1.238207], [-0.889162, 1.848709, -0.080419], [0.102393, 2.342889, 0.522491], [-0.945644, 1.283074, -1.002910], [-1.852047, 1.885615, 0.407532], [0.994967, 2.153671, 0.043772]], "atomic_forces_ev_per_a": [[1.9, -2.5, -0.9], [0.4, -1.7, -1.5], [-1.6, 1.2, 2.0], [-1.2, 2.2, 0.2], [0.5, 0.8, 0.3], [-0.4, -0.3, 0.5], [0.5, -0.3, -0.2], [0.6, 0.0, -0.4], [-0.3, 0.4, 0.2], [-0.4, 0.2, -0.1]]}

---

No. 10
{"formula": "C2H5N3O", "method": "ωB97M-V with the def2-TZVPD basis set", "orbital_gap_ha": 0.3635, "relative_energy_ev": 5.017, "e_homo_ev": -8.920, "e_tot_ha": -318.56613, "fmax_ha_per_bohr": 0.075, "elements": ["C", "C", "N", "N", "N", "O", "H", "H", "H", "H", "H"], "coordinates": [[1.033171, 0.917611, 0.113911], [1.230921, -0.561153, 0.073783], [-0.170702, 1.249437, 0.243204], [-0.997378, 0.214793, 0.539787], [-2.104677, 0.072747, -0.197097], [0.057846, -1.181182, 0.223424], [1.809908, 1.627189, -0.021050], [1.719836, -0.784172, -0.940102], [2.023401, -0.860790, 0.954074], [-1.822906, -0.064048, -1.221228], [-2.779423, -0.630428, 0.231291]], "atomic_forces_ev_per_a": [[-0.6, -0.7, -0.2], [3.7, -1.1, 0.4], [-0.9, 0.2, -0.1], [0.2, -1.3, 1.1], [0.3, -0.8, -1.4], [-1.9, 1.2, 0.3], [0.5, 0.6, 0.0], [-0.2, 0.1, 1.2], [-1.5, 0.6, -1.9], [-1.2, 0.0, 1.7], [1.6, 1.3, -1.0]]}

---

No. 11
{"formula": "C2H5N3O", "method": "ωB97M-V with the def2-TZVPD basis set", "orbital_gap_ha": 0.3898, "relative_energy_ev": 0.229, "e_homo_ev": -9.774, "smiles": "[H]/N=C/NC(N)=O", "e_tot_ha": -318.74206, "fmax_ha_per_bohr": 0.025, "elements": ["H", "N", "C", "N", "C", "N", "O", "H", "H", "H", "H"], "coordinates": [[-1.562655, 1.011549, -2.855757], [-1.303041, 0.446938, -2.085886], [-0.523398, 0.778823, -1.157515], [-0.334939, -0.182846, -0.168765], [0.557630, 0.024922, 0.859382], [0.756473, -1.004084, 1.740218], [1.146320, 1.084991, 0.997369], [0.076527, 1.668480, -0.943162], [-0.878429, -1.026313, -0.283266], [1.579886, -0.838655, 2.292209], [0.485628, -1.963804, 1.605173]], "atomic_forces_ev_per_a": [[0.4, 1.2, -0.4], [-0.3, -1.1, 0.5], [-0.1, -0.3, -0.1], [0.1, 0.1, 0.2], [0.2, 0.2, 0.1], [0.1, 0.0, 0.1], [-0.1, -0.2, -0.1], [-0.3, 0.1, -0.4], [0.2, 0.0, 0.1], [0.0, -0.1, 0.2], [-0.1, 0.2, -0.3]]}

---

No. 12
{"formula": "C2H5N3O", "method": "ωB97M-V with the def2-TZVPD basis set", "orbital_gap_ha": 0.3814, "relative_energy_ev": 0.527, "e_homo_ev": -9.813, "smiles": "[H]/N=C\\NC(N)=O", "e_tot_ha": -318.73113, "fmax_ha_per_bohr": 0.038, "elements": ["H", "N", "C", "N", "C", "N", "O", "H", "H", "H", "H"], "coordinates": [[2.701552, 1.400491, 0.788574], [2.650468, 0.519922, 0.204191], [1.555146, -0.069125, -0.133757], [0.234024, 0.130313, 0.223672], [-0.847178, -0.624338, -0.301137], [-2.036775, -0.114877, 0.165791], [-0.776832, -1.609492, -1.011371], [1.502509, -0.926067, -0.843792], [-0.004299, 0.960849, 0.738594], [-2.867133, -0.533215, -0.221066], [-2.111478, 0.865539, 0.390299]], "atomic_forces_ev_per_a": [[-1.0, -1.5, -0.7], [-1.0, 0.1, -0.4], [0.8, -0.1, -0.2], [-0.2, 0.3, -0.1], [0.0, 0.1, 0.1], [-0.2, 0.0, -0.1], [0.5, 0.8, 0.7], [1.0, 0.4, 0.5], [0.0, 0.0, 0.2], [0.1, 0.0, -0.1], [0.0, -0.2, 0.0]]}